{
  "formula": "C4H12N2O2",
  "method": "the ωB97M-V functional and the def2-TZVPD basis",
  "symbols": ["O", "C", "O", "C", "H", "H", "H", "H", "C", "C", "N", "N", "H", "H", "H", "H", "H", "H", "H", "H"],
  "coordinates": [[-0.00766, 1.69299, 1.79629], [0.77932, 1.99373, 0.92606], [0.66359, 1.56983, -0.32230], [1.96323, 2.88846, 1.14040], [-0.21583, 1.02778, -0.39673], [1.74422, 3.85753, 0.69424], [2.84348, 2.49467, 0.63969], [2.13190, 3.03085, 2.20111], [-0.43175, -1.81207, -1.17446], [-1.04688, -1.19836, 0.07715], [-1.60733, 0.13198, -0.21229], [0.18000, -3.09078, -0.81858], [-1.19648, -1.89164, -1.96007], [0.33598, -1.13385, -1.55015], [-1.79099, -1.89144, 0.48182], [-0.26299, -1.08552, 0.82495], [-1.83580, 0.59277, 0.66683], [-2.44944, 0.05109, -0.76732], [-0.54104, -3.78395, -0.66162], [0.74446, -3.44407, -1.58504]],
  "total_energy_ha": -419.6237,
  "smiles": "CC(=O)O.NCCN",
  "e_homo_ha": -0.353,
  "molar_mass_g_mol": 120.15
}